Entry 1:
{"formula": "C44H84N4O20", "method": "ωB97M-V/def2-TZVPD", "smiles": "O=C1OCCO1.O=C1OCCO1.O=C1OCCO1.O=C1OCCO1.CCCC#N.CCCC#N.CCCC#N.CCCC#N.COCCOC.COCCOC.COCCOC.COCCOC", "homo_ha": -0.32809, "lumo_energy_ev": -0.238, "gap_ev": 8.689, "symbols": ["O", "O", "O", "O", "O", "O", "O", "O", "O", "O", "O", "O", "O", "O", "O", "O", "O", "O", "O", "O", "N", "N", "N", "N", "C", "C", "C", "C", "C", "C", "C", "C", "C", "C", "C", "C", "C", "C", "C", "C", "C", "C", "C", "C", "C", "C", "C", "C", "C", "C", "C", "C", "C", "C", "C", "C", "C", "C", "C", "C", "C", "C", "C", "C", "C", "C", "C", "C", "H", "H", "H", "H", "H", "H", "H", "H", "H", "H", "H", "H", "H", "H", "H", "H", "H", "H", "H", "H", "H", "H", "H", "H", "H", "H", "H", "H", "H", "H", "H", "H", "H", "H", "H", "H", "H", "H", "H", "H", "H", "H", "H", "H", "H", "H", "H", "H", "H", "H", "H", "H", "H", "H", "H", "H", "H", "H", "H", "H", "H", "H", "H", "H", "H", "H", "H", "H", "H", "H", "H", "H", "H", "H", "H", "H", "H", "H", "H", "H", "H", "H", "H", "H"], "positions_angstrom": [[24.84, -5.61, 17.21], [23.97, -1.85, 11.76], [18.66, -10.04, 17.80], [13.90, -10.03, 11.56], [22.22, -10.84, 15.30], [26.45, -4.19, 15.08], [24.07, -0.03, 10.59], [19.98, -8.23, 17.83], [24.26, -9.67, 13.24], [18.54, -3.74, 13.95], [16.86, -7.02, 16.58], [14.49, -8.15, 12.54], [22.36, -5.49, 10.30], [15.20, -8.53, 10.49], [24.46, -5.33, 11.04], [25.46, -1.74, 10.16], [14.31, -9.55, 16.78], [19.42, -9.12, 15.92], [21.36, -5.03, 14.78], [23.83, -4.48, 8.98], [16.66, 0.13, 19.82], [21.36, -0.73, 16.73], [18.33, -7.94, 11.50], [20.37, -1.96, 10.41], [18.58, -4.89, 13.09], [14.42, -8.99, 11.47], [20.24, 2.11, 15.13], [17.86, -1.46, 10.05], [25.81, -3.64, 16.21], [17.17, -10.86, 13.40], [21.47, 0.33, 16.31], [22.94, 0.19, 11.38], [21.59, 1.68, 15.78], [19.25, -1.75, 10.31], [18.13, -10.51, 11.11], [15.66, -9.07, 16.86], [22.57, -4.19, 8.41], [16.89, -5.70, 16.18], [20.73, -3.82, 15.28], [25.24, -6.69, 16.39], [24.35, -10.11, 14.59], [21.57, -11.91, 16.04], [18.23, -11.34, 12.42], [14.13, -10.31, 15.64], [23.49, -11.27, 14.95], [17.88, -0.82, 16.64], [22.89, -1.07, 12.31], [15.43, -7.12, 10.71], [16.91, -1.84, 11.17], [16.46, -0.68, 16.13], [17.96, -1.33, 18.10], [20.68, -7.48, 16.87], [17.23, -0.49, 19.04], [25.83, -3.85, 13.83], [18.25, -9.08, 11.34], [15.58, -7.58, 16.46], [22.04, -4.89, 13.60], [23.04, -8.93, 12.92], [15.47, -1.40, 10.85], [19.89, -3.19, 14.18], [21.65, -5.17, 9.19], [20.06, -7.91, 15.54], [24.62, -1.29, 10.73], [15.29, -7.00, 12.23], [24.54, -4.38, 16.56], [19.81, 1.15, 14.00], [23.76, -5.15, 10.14], [19.27, -9.22, 17.24], [22.09, 0.21, 10.71], [22.40, 1.63, 15.05], [22.00, 2.42, 16.47], [19.02, -1.48, 18.29], [17.25, -1.41, 12.11], [24.06, -3.81, 17.35], [21.37, -4.98, 12.71], [16.27, -7.06, 12.72], [22.62, -4.44, 7.34], [21.33, -6.05, 8.59], [14.80, -6.05, 12.60], [16.99, -2.92, 11.28], [23.40, -12.09, 14.21], [20.61, -6.39, 17.08], [19.03, -5.76, 13.60], [22.98, 1.15, 11.95], [15.17, -1.89, 9.94], [21.93, -1.56, 12.27], [19.68, -2.16, 14.58], [17.44, -2.29, 18.12], [14.67, -11.26, 15.69], [23.08, -8.56, 11.89], [24.76, -4.08, 13.89], [16.32, -4.95, 16.74], [18.88, -10.77, 10.39], [20.78, -4.56, 9.42], [19.33, -7.21, 15.12], [25.39, -10.39, 14.75], [25.11, -7.64, 16.93], [20.14, -4.04, 16.19], [18.46, -1.45, 15.97], [20.56, -11.55, 16.17], [20.38, 1.34, 13.08], [16.44, -0.29, 15.10], [18.76, 1.34, 13.74], [17.54, -5.03, 12.85], [15.90, -1.61, 16.16], [15.91, 0.05, 16.71], [22.85, -5.62, 13.52], [24.13, -9.32, 15.36], [25.48, -2.58, 16.06], [16.28, -9.57, 16.13], [22.44, -3.11, 8.48], [22.99, -8.00, 13.50], [22.46, -3.88, 13.59], [22.10, -12.13, 16.98], [20.42, -3.25, 13.24], [26.48, -3.62, 17.08], [17.13, -10.71, 10.76], [16.40, -6.87, 10.32], [14.67, -6.51, 10.21], [17.86, -0.37, 9.84], [19.27, -11.29, 12.82], [17.53, -1.93, 9.12], [16.10, -9.20, 17.85], [21.56, -3.13, 15.49], [26.27, -4.50, 13.05], [14.33, -9.81, 14.69], [26.31, -6.63, 16.14], [15.43, -0.30, 10.64], [19.97, 0.07, 14.25], [18.10, -12.38, 12.18], [19.54, 2.15, 15.97], [19.04, -4.68, 12.13], [14.81, -1.57, 11.69], [23.82, -4.51, 15.73], [21.63, -12.81, 15.44], [20.82, -8.20, 14.79], [20.38, 3.12, 14.70], [23.24, -0.91, 13.33], [23.94, -11.74, 15.83], [16.70, -5.54, 15.13], [13.06, -10.50, 15.59], [16.15, -10.86, 13.02], [22.17, -9.55, 13.12], [15.37, -7.55, 15.39], [21.75, -7.81, 16.89], [24.67, -6.64, 15.46], [14.86, -7.03, 17.05], [18.35, 0.16, 16.70], [17.38, -9.80, 13.63], [25.95, -2.83, 13.42], [17.17, -11.52, 14.26], [17.95, -5.47, 16.31]]}


Entry 2:
{"formula": "C28H76O15", "method": "ωB97M-V/def2-TZVPD", "smiles": "CCOC(=O)OC[C@@H]1CO1.CCO.CCO.CCO.CCO.CCO.CCO.CCO.CCO.CCO.CCO.CCO", "homo_ha": -0.30341, "lumo_energy_ev": 0.427, "gap_ev": 8.683, "symbols": ["O", "O", "O", "O", "O", "O", "O", "O", "O", "O", "O", "O", "O", "O", "O", "C", "C", "C", "C", "C", "C", "C", "C", "C", "C", "C", "C", "C", "C", "C", "C", "C", "C", "C", "C", "C", "C", "C", "C", "C", "C", "C", "C", "H", "H", "H", "H", "H", "H", "H", "H", "H", "H", "H", "H", "H", "H", "H", "H", "H", "H", "H", "H", "H", "H", "H", "H", "H", "H", "H", "H", "H", "H", "H", "H", "H", "H", "H", "H", "H", "H", "H", "H", "H", "H", "H", "H", "H", "H", "H", "H", "H", "H", "H", "H", "H", "H", "H", "H", "H", "H", "H", "H", "H", "H", "H", "H", "H", "H", "H", "H", "H", "H", "H", "H", "H", "H", "H", "H"], "positions_angstrom": [[-5.89, -0.99, -2.43], [-0.43, -2.55, -3.31], [5.62, -4.41, 4.38], [1.60, -8.37, 2.11], [1.02, -3.59, -1.77], [2.63, 3.47, 1.05], [0.22, 0.96, 1.74], [-10.29, 2.43, 0.17], [2.35, -5.76, -0.68], [3.62, 7.30, 2.47], [4.93, 2.97, -1.23], [4.83, -1.54, 5.49], [-4.07, -3.25, -4.99], [-0.32, -1.69, -1.20], [-6.78, 2.12, -5.14], [0.07, -2.64, -2.15], [-7.85, 0.40, -2.27], [1.41, -4.45, -2.86], [1.20, 5.23, 0.24], [-2.22, -1.28, 0.31], [6.86, 2.13, -0.05], [0.83, -6.31, -0.79], [-1.75, -1.44, -1.23], [-4.34, -1.87, -4.80], [3.48, 0.41, 5.06], [-9.64, 3.63, 0.59], [4.40, 9.53, 1.98], [1.84, -5.91, -2.07], [3.35, 8.68, 2.68], [2.45, 0.26, 1.13], [6.95, -4.69, 3.96], [-7.10, 3.50, -5.02], [7.95, -4.02, 4.88], [2.31, 4.85, 1.19], [2.93, -8.10, 2.54], [0.99, 0.30, 0.73], [-3.29, -1.03, -5.51], [3.66, -1.07, 4.82], [-6.61, 0.06, -3.07], [6.06, 2.10, -1.33], [3.66, -9.39, 2.85], [-8.21, 3.33, 1.00], [-8.21, 3.86, -5.98], [3.05, -0.24, 0.37], [3.14, -9.95, 3.63], [1.50, 5.04, -0.80], [-8.50, -0.48, -2.18], [3.78, -1.28, 3.75], [6.67, 2.43, -2.18], [-3.37, -1.22, 0.35], [5.69, 1.09, -1.53], [-5.95, 0.93, -3.14], [-10.20, 4.06, 1.42], [2.25, -6.80, -2.76], [-10.28, 1.82, 0.92], [4.20, 10.59, 2.13], [-5.33, -1.66, -5.20], [-8.47, 4.92, -5.89], [-1.83, -2.14, 0.97], [1.15, -8.84, 2.82], [7.72, 1.47, -0.11], [2.80, -1.64, 5.18], [8.97, -4.24, 4.57], [-4.35, -1.65, -3.73], [-7.42, 3.68, -3.99], [-7.58, 0.70, -1.25], [5.51, -3.44, 4.35], [4.49, 7.11, 2.83], [-6.87, -0.25, -4.08], [3.21, 5.44, 1.00], [-7.91, 3.66, -7.01], [5.40, 9.30, 2.36], [4.72, -1.36, 6.43], [2.84, 1.28, 1.27], [-1.99, -0.45, -1.76], [-2.37, -2.25, -1.73], [-3.28, -1.26, -6.58], [4.68, -9.19, 3.17], [3.35, 8.88, 3.76], [7.07, -4.35, 2.93], [-8.19, 2.61, 1.82], [0.85, 0.84, -0.21], [0.57, 1.85, 1.83], [-8.41, 1.21, -2.74], [3.38, 0.62, 6.13], [-1.82, -0.28, 0.69], [-7.66, 2.89, 0.17], [3.44, -7.55, 1.74], [7.08, -5.78, 3.98], [0.56, -4.82, -3.51], [2.00, 5.02, 2.23], [2.89, -7.45, 3.42], [3.68, -10.03, 1.96], [7.80, -2.93, 4.87], [7.81, -4.35, 5.91], [-7.70, 4.25, 1.32], [-9.10, 3.26, -5.79], [5.26, 3.86, -1.06], [2.34, -4.12, -3.42], [0.74, -7.37, -1.30], [4.35, 0.97, 4.70], [-6.20, 4.09, -5.21], [2.59, 0.78, 4.55], [1.10, -6.79, 0.21], [-9.66, 4.33, -0.25], [-6.47, -1.76, -2.39], [6.24, 1.82, 0.80], [-2.29, -1.25, -5.13], [0.60, -0.71, 0.61], [-3.19, -3.43, -4.62], [2.91, 3.32, 0.14], [-6.49, 1.96, -6.05], [2.36, 8.90, 2.29], [2.57, -0.26, 2.08], [0.31, 4.63, 0.43], [0.94, 6.29, 0.34], [7.21, 3.14, 0.17], [4.41, 9.32, 0.91], [-3.49, 0.04, -5.38]]}


Entry 3:
{"formula": "C33H88O33S11", "method": "ωB97M-V/def2-TZVPD", "smiles": "CCOS(C)(=O)=O.CCOS(C)(=O)=O.CCOS(C)(=O)=O.CCOS(C)(=O)=O.CCOS(C)(=O)=O.CCOS(C)(=O)=O.CCOS(C)(=O)=O.CCOS(C)(=O)=O.CCOS(C)(=O)=O.CCOS(C)(=O)=O.CCOS(C)(=O)=O", "homo_ha": -0.39460, "lumo_energy_ev": 0.088, "gap_ev": 10.825, "relative_energy_kcal_mol": 133.21, "symbols": ["S", "S", "S", "S", "S", "S", "S", "S", "S", "S", "S", "O", "O", "O", "O", "O", "O", "O", "O", "O", "O", "O", "O", "O", "O", "O", "O", "O", "O", "O", "O", "O", "O", "O", "O", "O", "O", "O", "O", "O", "O", "O", "O", "O", "C", "C", "C", "C", "C", "C", "C", "C", "C", "C", "C", "C", "C", "C", "C", "C", "C", "C", "C", "C", "C", "C", "C", "C", "C", "C", "C", "C", "C", "C", "C", "C", "C", "H", "H", "H", "H", "H", "H", "H", "H", "H", "H", "H", "H", "H", "H", "H", "H", "H", "H", "H", "H", "H", "H", "H", "H", "H", "H", "H", "H", "H", "H", "H", "H", "H", "H", "H", "H", "H", "H", "H", "H", "H", "H", "H", "H", "H", "H", "H", "H", "H", "H", "H", "H", "H", "H", "H", "H", "H", "H", "H", "H", "H", "H", "H", "H", "H", "H", "H", "H", "H", "H", "H", "H", "H", "H", "H", "H", "H", "H", "H", "H", "H", "H", "H", "H", "H", "H", "H", "H"], "positions_angstrom": [[3.37, 9.02, -0.86], [-0.99, 0.44, 5.12], [0.96, -0.13, -0.08], [4.28, 2.86, 0.80], [1.35, -0.19, -5.03], [4.76, -2.00, -0.41], [-7.40, -1.52, -7.09], [-2.13, -4.30, 1.33], [2.89, -3.53, 4.16], [-5.71, -1.88, -1.09], [-5.67, -0.12, 4.68], [-5.85, -1.11, -6.52], [5.16, 4.32, 0.81], [2.92, 3.16, 1.21], [-7.22, -2.72, -7.93], [3.45, -2.48, 5.42], [1.71, -0.05, -6.46], [-5.77, -0.47, -1.43], [-1.88, -5.69, 2.24], [1.21, 0.36, 1.24], [-0.04, -0.27, -4.56], [4.21, 8.36, 0.14], [4.25, -1.38, -1.60], [-7.06, -0.03, 4.28], [2.53, -4.80, 4.83], [-0.76, -0.87, 5.73], [2.15, 1.02, -4.19], [4.83, -1.37, 0.93], [-0.73, -0.09, -0.26], [-5.06, -1.22, 5.41], [-4.74, 0.26, 3.32], [2.50, 7.81, -1.68], [-8.37, -1.54, -5.97], [-4.72, -2.84, -1.67], [3.99, 9.86, -1.90], [6.21, -2.66, -0.81], [1.54, -1.34, -0.60], [-7.23, -2.62, -1.27], [4.52, 2.17, -0.49], [3.88, -3.55, 3.08], [-1.96, 1.39, 5.68], [-0.89, -3.68, 0.91], [0.57, 1.07, 5.00], [-3.14, -3.48, 2.09], [-5.53, -2.03, 0.77], [2.14, 5.54, -1.76], [6.41, 4.34, 0.23], [3.50, 1.21, -4.43], [-1.43, 0.14, 3.32], [0.71, 2.38, 4.52], [-2.84, -5.12, -0.19], [4.15, -1.36, 5.04], [1.39, -2.66, 3.70], [-1.25, -1.05, -1.17], [5.16, 1.99, 2.22], [-7.46, -4.00, -1.24], [1.38, 1.28, -1.18], [-4.76, -0.32, -4.61], [0.37, -6.10, 2.71], [-5.80, 0.01, -5.64], [-5.15, 1.38, 2.51], [2.24, -1.68, -4.29], [-0.84, -6.62, 1.88], [-5.30, 1.51, 5.54], [7.43, -4.26, -1.84], [2.21, 2.76, 4.42], [-7.24, -4.64, -2.66], [-4.21, 1.38, 1.23], [1.99, 9.96, -0.05], [3.82, 2.52, -3.74], [3.81, -3.50, -0.13], [1.91, 6.76, -0.86], [-7.76, -0.02, -8.17], [4.10, -0.44, 6.26], [-2.39, -0.40, -1.81], [6.72, 5.79, 0.03], [6.19, -3.39, -1.98], [6.52, 3.79, -0.70], [2.46, 1.29, -1.27], [-2.78, -1.22, -2.42], [0.06, -5.88, 3.73], [3.64, 2.54, -2.66], [3.82, -0.81, 4.16], [-3.21, -0.13, -1.14], [-1.52, -1.95, -0.62], [3.10, -0.06, 6.48], [0.64, -5.17, 2.21], [-5.96, 2.23, 5.08], [-4.73, 1.12, 0.31], [-2.34, -0.46, 3.25], [-5.39, -3.05, 1.13], [3.71, 1.28, -5.50], [5.01, 2.58, 3.12], [-4.77, 0.53, -3.92], [2.49, 10.70, 0.58], [-6.74, 0.09, -5.10], [3.31, -1.65, -4.49], [-6.18, 1.31, 2.17], [2.58, 2.20, 3.56], [-7.76, 0.89, -7.57], [1.85, -2.61, -4.71], [-3.76, -0.52, -5.00], [1.67, 4.65, -1.35], [3.24, -3.12, 0.72], [-7.25, -3.87, -3.44], [1.47, 9.27, 0.62], [6.09, 6.22, -0.76], [-0.49, -1.23, -1.93], [-6.98, 0.03, -8.93], [-1.68, 1.11, 2.87], [-4.71, -1.40, 1.11], [-3.87, -5.44, -0.01], [1.20, -6.81, 2.73], [-8.74, -0.11, -8.63], [8.36, -3.79, -1.50], [0.98, 0.99, -2.15], [3.29, -3.67, -1.08], [3.21, 5.33, -1.76], [-3.63, 2.29, 1.04], [-4.98, -1.23, -4.05], [4.85, 0.96, 2.35], [5.28, -3.96, -2.14], [-7.93, -5.48, -2.75], [-5.04, 2.29, 3.10], [7.75, 5.95, -0.30], [-3.42, 0.65, 1.38], [6.36, 6.37, 0.88], [2.52, 6.52, 0.01], [7.34, -5.11, -1.16], [-6.93, -4.56, -0.47], [-6.48, -1.69, 1.19], [0.92, 2.16, -0.73], [-4.26, 1.82, 5.42], [0.31, 2.57, 3.53], [-6.27, -5.11, -2.77], [0.86, -2.24, 4.56], [4.90, 2.62, -3.86], [5.22, -1.55, 4.94], [2.02, -1.80, -3.23], [2.83, 2.48, 5.27], [-5.61, 0.86, -6.30], [1.30, 10.33, -0.80], [-2.09, 0.40, -2.49], [7.09, 3.92, 0.97], [4.49, -4.33, 0.08], [-2.79, -4.49, -1.08], [0.90, 6.90, -0.48], [-8.48, -4.11, -0.87], [-2.19, -5.98, -0.35], [4.87, 0.33, 6.21], [2.34, 3.80, 4.11], [-0.57, -0.32, 2.85], [4.39, -1.06, 7.11], [-1.08, -7.60, 2.28], [0.63, -3.36, 3.36], [6.22, 2.00, 1.97], [0.21, 3.00, 5.26], [3.44, 3.41, -4.25], [4.19, 0.44, -4.06], [7.67, -4.74, -2.79], [-5.61, 1.55, 6.59], [-0.69, -6.69, 0.80], [1.71, 5.69, -2.75], [1.69, -1.96, 2.92], [6.36, -2.73, -2.84]]}


Entry 4:
{"formula": "C4H5NO", "method": "ωB97M-V/def2-TZVPD", "smiles": "N#CC/C=C\\O", "homo_ha": -0.35383, "lumo_energy_ev": 0.539, "gap_ev": 10.167, "relative_energy_kcal_mol": 24.46, "symbols": ["O", "N", "C", "C", "C", "C", "H", "H", "H", "H", "H"], "positions_angstrom": [[-1.74, 0.05, 1.22], [2.70, -1.10, 0.70], [1.88, -0.40, 0.28], [-0.39, -0.14, -0.77], [0.85, 0.52, -0.23], [-1.53, -0.26, -0.08], [-0.38, -0.49, -1.80], [1.33, 1.11, -1.03], [-2.44, -0.63, -0.54], [-0.89, 0.10, 1.68], [0.61, 1.24, 0.56]]}


Entry 5:
{"formula": "C25H21F4O3", "method": "ωB97M-V/def2-TZVPD", "total_charge": -1, "homo_ha": -0.13198, "lumo_energy_ev": 2.170, "gap_ev": 5.762, "relative_energy_kcal_mol": 0.00, "symbols": ["F", "F", "F", "F", "O", "O", "O", "C", "C", "C", "C", "C", "C", "C", "C", "C", "C", "C", "C", "C", "C", "C", "C", "C", "C", "C", "C", "C", "C", "C", "C", "C", "H", "H", "H", "H", "H", "H", "H", "H", "H", "H", "H", "H", "H", "H", "H", "H", "H", "H", "H", "H", "H"], "positions_angstrom": [[26.03, -15.39, -17.46], [24.50, -16.41, -28.56], [17.34, -22.55, -28.06], [20.54, -22.82, -23.06], [19.30, -16.87, -24.35], [17.45, -18.07, -24.10], [17.38, -15.99, -24.88], [25.38, -16.69, -20.75], [24.88, -15.49, -30.68], [24.62, -23.08, -23.78], [25.15, -16.34, -19.43], [18.84, -21.56, -31.29], [18.20, -22.51, -29.10], [23.85, -22.19, -24.54], [17.93, -21.68, -30.22], [22.48, -22.11, -24.32], [27.72, -16.24, -20.54], [24.39, -15.05, -31.91], [26.61, -16.61, -21.33], [23.06, -15.21, -32.23], [22.66, -23.83, -22.55], [26.23, -15.90, -18.72], [19.39, -23.17, -29.05], [17.97, -16.99, -24.41], [27.53, -15.82, -19.26], [22.25, -15.99, -31.38], [19.99, -22.34, -31.32], [24.05, -23.88, -22.79], [20.30, -23.04, -30.13], [21.90, -22.88, -23.30], [22.77, -16.36, -30.10], [24.07, -16.11, -29.76], [28.69, -16.05, -20.99], [25.07, -14.50, -32.55], [18.47, -20.92, -32.09], [26.80, -16.98, -22.33], [24.18, -16.37, -18.96], [16.94, -21.27, -30.26], [21.97, -21.36, -24.91], [19.53, -16.06, -24.80], [24.55, -17.13, -21.29], [25.92, -15.22, -30.56], [21.25, -16.29, -31.64], [22.70, -14.86, -33.18], [21.24, -23.57, -30.09], [24.28, -21.67, -25.39], [20.60, -22.38, -32.21], [22.23, -16.89, -29.32], [28.41, -15.50, -18.71], [19.65, -23.79, -28.20], [25.68, -23.19, -23.94], [24.64, -24.59, -22.23], [22.22, -24.36, -21.72]]}